DFT (the ωB97M-V functional and the def2-TZVPD basis) results for a 2-piece molecular cluster, C2H3IN2 overall at a distorted geometry.

The max |F| comes out at 2.45 eV/A. Its energy above the lowest of the compared OMol25 structures with the same formula, charge and spin is 449.0 kJ/mol. As for the molecular weight: 181.96 g mol⁻¹. The HOMO energy is -8.62 eV.

Last column: Mulliken charge in e.
Element x y z (Å)
C  -1.7361  0.3068  -0.5591  -0.398
C  1.5543  -1.0441  0.2666  -0.374
N  -0.6377  0.5714  -0.0193  0.604
N  0.2010  0.9792  0.6044  -0.650
I  3.1954  0.0251  -0.3141  0.126
H  -2.4131  -0.0371  0.2367  0.238
H  -1.6641  0.0544  -1.6233  0.263
H  1.5003  -0.8556  1.4081  0.190

Force components x, y, z for each atom (eV/Å):
-1.7 -1.5 -0.9
-0.5 0.3 1.6
0.8 1.5 0.8
1.5 0.0 0.5
0.5 0.1 -0.1
-0.3 0.0 -1.1
-0.6 0.0 0.6
0.4 -0.4 -1.4

=====

DFT (the ωB97M-V functional and the def2-TZVPD basis) results for a 2-piece molecular cluster, C2H3IN2O overall at a distorted geometry.

The max |F| comes out at 3.30 eV/A. Its energy above the lowest of the compared OMol25 structures with the same formula, charge and spin is 497.1 kJ/mol. As for the molecular weight: 197.96 g mol⁻¹. The HOMO energy (alpha / beta) is -8.30 / -8.30 eV.

Last column: Mulliken charge in e.
Element x y z (Å)
C  -0.9180  0.3830  -0.6891  -0.624
C  0.3053  -0.2854  -0.6407  0.171
N  -0.0346  0.3684  1.8397  0.279
N  0.6055  -1.0944  0.3432  -0.642
O  -0.8031  0.9803  1.2489  -0.124
I  2.4624  -1.6632  0.8911  0.128
H  -1.0061  1.2437  -1.3755  0.268
H  -1.7871  -0.0871  -0.4526  0.268
H  1.1757  0.1547  -1.1650  0.276

Force components x, y, z for each atom (eV/Å):
2.5 0.6 -2.1
1.9 1.3 -0.5
-1.2 0.9 -1.0
-2.1 -0.4 1.1
1.6 -0.8 1.8
0.1 0.2 -0.4
0.1 -0.6 0.4
-2.3 -1.2 0.9
-0.6 0.1 -0.2

=====

DFT (the ωB97M-V functional and the def2-TZVPD basis) results for C2H3IN2O as an isolated structure at a distorted geometry.

The max |F| comes out at 4.52 eV/A. Its energy above the lowest of the compared OMol25 structures with the same formula, charge and spin is 288.6 kJ/mol. As for the expectation value of S²: 2.009. Its spin multiplicity is 3. As for the molecular weight: 197.96 g mol⁻¹. The HOMO energy (alpha / beta) is -6.78 / -9.69 eV.

Last column: Mulliken charge in e.
Element x y z (Å)
C  -0.0378  0.0705  -0.1115  0.758
C  1.4370  0.1598  0.2127  -0.927
N  -0.9535  0.8950  -0.4812  -0.519
N  -1.8200  -0.2236  -0.8050  -0.030
O  -0.8116  -1.1372  -0.2647  -0.281
I  -3.4724  -0.1410  0.4396  0.182
H  2.0568  0.6280  -0.4777  0.301
H  1.7399  0.6768  1.1773  0.264
H  1.8617  -0.9283  0.3104  0.253

Force components x, y, z for each atom (eV/Å):
-0.7 -1.1 -0.3
0.0 -2.7 2.8
0.2 -0.3 -1.0
4.2 0.7 -0.4
1.7 1.2 -0.5
-3.9 0.0 2.3
0.5 0.9 -1.9
-1.1 -0.6 -0.8
-1.0 1.9 -0.2

=====

DFT (the ωB97M-V functional and the def2-TZVPD basis) results for a 2-piece molecular cluster, C2H3IN2O2 overall at a distorted geometry.

As for the SMILES: C=[N+]([O-])I.C#[N+][O-]. The max |F| comes out at 1.78 eV/A. Its energy above the lowest of the compared OMol25 structures with the same formula, charge and spin is 603.4 kJ/mol. As for the molecular weight: 213.96 g mol⁻¹. The HOMO energy is -9.79 eV.

Last column: Mulliken charge in e.
Element x y z (Å)
C  -1.3123  -0.6278  -0.0323  -0.294
N  -1.5286  0.6136  -0.1902  0.217
O  -2.0620  1.2220  -1.0851  -0.525
I  -0.7644  1.8763  1.5127  0.039
H  -1.6666  -1.3133  -0.7842  0.310
H  -0.8106  -1.0085  0.8353  0.241
C  1.8528  0.3713  -0.2814  -0.270
N  2.1061  -0.6860  0.1156  0.486
O  2.1440  -1.8078  0.4729  -0.609
H  2.0417  1.3602  -0.5631  0.405

Force components x, y, z for each atom (eV/Å):
0.1 -1.2 0.2
0.3 1.0 0.8
-0.3 0.3 -0.5
-0.2 -0.3 -0.3
-0.1 0.1 -0.3
0.1 0.2 0.2
0.5 -0.4 0.2
-0.9 1.3 -0.7
0.4 -1.6 0.7
0.0 0.8 -0.2

=====

DFT (the ωB97M-V functional and the def2-TZVPD basis) results for an isolated ion of composition C2H3INOS and charge +1 at a distorted geometry.

The max |F| comes out at 3.22 eV/A. Its energy above the lowest of the compared OMol25 structures with the same formula, charge and spin is 127.7 kJ/mol. As for the molecular weight: 216.02 g mol⁻¹. Its total charge is +1. The HOMO energy (alpha / beta) is -12.96 / -12.87 eV.

Last column: Mulliken charge in e.
Element x y z (Å)
C  0.6320  -1.4059  -0.1485  -0.656
C  1.7886  -1.9775  -0.0537  0.658
N  -0.0267  -0.1922  -0.4331  -0.138
O  2.5808  -2.8408  0.1008  -0.373
S  1.3710  -4.7612  -1.3305  -0.116
I  -0.5583  -3.5780  -1.0607  0.513
H  -0.6841  0.1176  0.3281  0.387
H  -0.4897  -0.4135  -1.2534  0.382
H  0.7805  0.4157  -0.5575  0.345

Force components x, y, z for each atom (eV/Å):
0.6 -3.1 0.7
-0.3 -0.3 0.8
1.5 0.2 2.6
-0.7 1.1 -0.7
-0.8 0.5 0.2
1.0 -0.1 0.1
0.7 -0.1 -0.8
-1.6 0.6 -2.5
-0.6 1.2 -0.4

=====

DFT (the ωB97M-V functional and the def2-TZVPD basis) results for a 2-piece molecular cluster, C2H3IS overall at a distorted geometry.

As for the SMILES: C=C=S.I. The max |F| comes out at 3.67 eV/A. Its energy above the lowest of the compared OMol25 structures with the same formula, charge and spin is 94.5 kJ/mol. As for the molecular weight: 186.02 g mol⁻¹. The HOMO energy is -8.78 eV.

Last column: Mulliken charge in e.
Element x y z (Å)
C  1.3271  0.3504  -0.2740  -0.356
C  0.5767  1.3695  -0.1546  0.181
S  -0.1499  2.7649  -0.0626  -0.282
H  0.9521  -0.3945  -0.9802  0.228
H  2.2133  0.1039  0.4637  0.229
I  -4.3530  -0.0003  0.0139  -0.078
H  -3.4616  0.1346  -1.2285  0.077

Force components x, y, z for each atom (eV/Å):
2.1 -2.8 1.1
-0.8 3.2 0.5
0.1 -1.0 0.0
0.5 -0.1 0.2
-2.0 0.6 -1.7
-1.0 -0.1 1.4
1.0 0.2 -1.4